Below is a cluster of 3 separate species, C2H9NO3 in total at a distorted geometry, with properties calculated with the ωB97M-V functional and the def2-TZVPD basis.

HOMO level in eV: -9.22
Relative energy (zero: lowest compared OMol25 entry of this formula, charge and spin) in kcal/mol: 36.72
SMILES: CNC=O.O.O
Max |F| in eV Å⁻¹: 2.77
Charge: 0
Kohn-Sham gap in eV: 9.52

Geometry as XYZ:
```
15
Properties=species:S:1:pos:R:3:mulliken_charge:R:1
C -0.31 -1.49 1.49 0.039
N -1.04 -0.32 1.48 -0.160
C -2.41 -0.24 1.01 -0.838
O -0.52 -2.52 0.92 -0.524
H 0.47 -1.43 2.28 0.346
H -0.55 0.55 1.32 0.249
H -3.01 -1.15 0.98 0.318
H -2.87 0.51 1.67 0.299
H -2.48 0.21 0.02 0.277
H 2.70 1.36 -3.68 0.315
H 3.13 0.27 -2.98 0.309
O 2.36 0.87 -2.90 -0.639
H 1.41 1.12 -1.34 0.361
H 1.96 1.19 0.13 0.286
O 1.17 1.07 -0.39 -0.638
```